Density functional theory data (the ωB97M-V functional and the def2-TZVPD basis) for 8 unconnected molecules or ions with the total composition C24H64O8 in a non-equilibrium geometry.

Structure (ORCA input):
```
! wB97M-V def2-TZVPD RIJCOSX def2/J DEFGRID3
* xyz -1 2
C -3.232 2.334 0.426
C -3.212 3.804 0.756
C -1.784 4.374 0.731
O -4.044 4.587 -0.083
H -2.831 2.193 -0.578
H -4.196 1.837 0.538
H -2.632 1.759 1.131
H -3.722 3.932 1.711
H -1.797 5.440 0.958
H -1.352 4.264 -0.264
H -1.024 3.919 1.367
H -4.843 4.059 -0.139
C -0.546 -0.277 -5.048
C 0.121 0.961 -4.369
C -0.736 1.804 -3.438
O 1.132 0.426 -3.603
H 0.171 -0.938 -5.534
H -1.134 0.015 -5.919
H -1.135 -0.908 -4.382
H 0.554 1.584 -5.153
H -1.529 2.376 -3.921
H -0.100 2.452 -2.836
H -1.237 1.180 -2.698
H 0.763 -0.018 -2.836
C -0.348 -6.777 1.569
C -0.508 -5.625 0.615
C -1.755 -4.810 0.805
O 0.614 -4.848 0.801
H -0.458 -6.468 2.608
H 0.567 -7.368 1.544
H -1.177 -7.444 1.332
H -0.438 -6.055 -0.384
H -2.024 -4.183 -0.044
H -1.606 -4.190 1.689
H -2.610 -5.441 1.047
H 0.629 -4.121 0.173
C -5.568 -0.908 -2.513
C -4.093 -1.072 -2.805
C -3.238 -1.114 -1.558
O -3.947 -2.281 -3.533
H -6.187 -0.708 -3.388
H -5.833 -0.093 -1.840
H -5.991 -1.808 -2.066
H -3.731 -0.241 -3.410
H -2.233 -1.414 -1.855
H -3.541 -1.938 -0.913
H -3.192 -0.137 -1.077
H -4.627 -2.208 -4.207
C 3.672 -0.819 3.394
C 3.264 0.487 3.946
C 3.718 0.753 5.358
O 3.787 1.544 3.077
H 4.758 -0.900 3.432
H 3.212 -0.982 2.419
H 3.328 -1.633 4.032
H 2.180 0.595 3.982
H 4.799 0.819 5.487
H 3.390 0.088 6.156
H 3.500 1.804 5.551
H 3.583 2.401 3.459
C 1.215 -3.168 -3.589
C 1.332 -3.816 -2.176
C 2.656 -3.648 -1.442
O 0.268 -3.207 -1.353
H 0.253 -3.281 -4.089
H 2.013 -3.622 -4.177
H 1.441 -2.103 -3.532
H 1.189 -4.895 -2.222
H 3.444 -4.112 -2.036
H 2.697 -4.246 -0.532
H 2.864 -2.588 -1.294
H -0.598 -3.337 -1.747
C 3.315 4.804 1.989
C 2.747 5.504 3.233
C 1.728 6.649 2.906
O 2.227 4.503 4.090
H 3.616 5.555 1.258
H 2.643 4.033 1.611
H 4.195 4.194 2.189
H 3.575 5.887 3.829
H 1.256 7.051 3.802
H 0.974 6.392 2.163
H 2.304 7.417 2.390
H 2.083 4.953 4.925
C 0.917 1.444 0.220
C 1.009 -0.045 0.166
C -0.024 -0.746 1.001
O 0.687 -0.435 -1.182
H 1.702 1.972 -0.322
H 0.953 1.749 1.266
H 0.041 1.808 -0.318
H 1.968 -0.461 0.475
H -1.072 -0.531 0.789
H 0.183 -0.546 2.052
H 0.129 -1.825 0.968
H 0.521 -1.364 -1.009
*
```

Values from the calculation:
**F_max**: 2.14 eV Å⁻¹
**HOMO energy (alpha / beta)**: 0.920 / -7.280 eV
**Total energy**: -1554.6302 Ha
**Energy relative to the best compared isomer or geometry (same formula, charge and spin)**: 5.3 kcal per mole
**⟨S²⟩**: 0.750
**Frontier orbital gap (alpha / beta)**: 0.0541 / 0.3631 hartree

Density functional theory data (the ωB97M-V functional and the def2-TZVPD basis) for 8 unconnected molecules or ions with the total composition C24H64O8 in a non-equilibrium geometry.

Structure (ORCA input):
```
! wB97M-V def2-TZVPD RIJCOSX def2/J DEFGRID3
* xyz 0 1
C -0.559 0.572 0.177
C 0.914 0.440 0.013
C 1.607 0.537 1.409
O 1.149 -0.847 -0.490
H -1.187 0.300 -0.672
H -0.841 1.543 0.585
H -0.935 -0.178 0.872
H 1.226 1.240 -0.659
H 1.426 1.417 2.026
H 2.690 0.495 1.294
H 1.234 -0.283 2.023
H 2.098 -0.958 -0.398
C 4.825 1.252 -0.712
C 4.639 -0.068 -1.402
C 6.008 -0.733 -1.624
O 3.853 -0.974 -0.633
H 5.412 1.167 0.202
H 3.894 1.797 -0.551
H 5.332 1.940 -1.389
H 4.207 0.129 -2.383
H 6.653 -0.073 -2.205
H 5.998 -1.702 -2.123
H 6.469 -0.948 -0.661
H 3.986 -1.845 -1.013
C -2.354 3.962 1.282
C -2.290 5.039 2.312
C -2.724 6.425 1.812
O -2.987 4.706 3.483
H -2.258 2.974 1.732
H -1.604 4.129 0.508
H -3.359 3.916 0.863
H -1.245 5.103 2.613
H -2.625 7.167 2.604
H -3.760 6.496 1.481
H -2.103 6.706 0.961
H -2.521 3.981 3.906
C 0.958 0.228 -4.128
C 0.549 -1.224 -4.308
C 1.739 -2.232 -4.330
O -0.242 -1.510 -3.184
H 1.599 0.474 -3.282
H 0.059 0.844 -4.136
H 1.450 0.681 -4.988
H -0.041 -1.360 -5.214
H 2.345 -2.075 -5.222
H 1.511 -3.297 -4.353
H 2.417 -2.147 -3.481
H 0.240 -1.186 -2.420
C -0.211 0.659 5.221
C -0.625 2.116 5.380
C 0.307 3.072 4.701
O -1.845 2.339 4.723
H -0.136 0.355 4.177
H -0.879 -0.056 5.700
H 0.769 0.405 5.623
H -0.678 2.368 6.439
H 0.434 2.825 3.647
H 1.314 3.105 5.116
H -0.136 4.068 4.716
H -2.489 1.663 4.949
C -3.833 -1.932 3.671
C -3.375 -0.462 3.353
C -3.949 0.023 2.033
O -3.613 0.352 4.466
H -3.110 -2.284 4.407
H -3.689 -2.506 2.756
H -4.865 -2.073 3.992
H -2.292 -0.520 3.249
H -3.572 1.024 1.824
H -5.030 0.163 2.070
H -3.713 -0.638 1.199
H -4.462 0.093 4.831
C 2.133 -4.350 -1.171
C 3.553 -4.693 -1.556
C 3.658 -5.549 -2.782
O 4.221 -3.462 -1.836
H 2.133 -3.492 -0.497
H 1.609 -5.132 -0.622
H 1.555 -3.996 -2.024
H 4.032 -5.223 -0.732
H 4.654 -5.959 -2.948
H 3.446 -4.811 -3.555
H 2.870 -6.303 -2.756
H 5.140 -3.682 -2.004
C -3.495 0.568 -3.445
C -3.774 -0.867 -3.063
C -3.809 -1.977 -4.146
O -2.741 -1.213 -2.214
H -4.323 1.016 -3.995
H -2.624 0.690 -4.090
H -3.255 1.169 -2.568
H -4.680 -0.911 -2.458
H -4.551 -1.731 -4.905
H -4.171 -2.927 -3.753
H -2.857 -2.146 -4.649
H -1.896 -1.201 -2.670
*
```

Values from the calculation:
**SMILES string**: CC(C)O.CC(C)O.CC(C)O.CC(C)O.CC(C)O.CC(C)O.CC(C)O.CC(C)O
**F_max**: 2.45 eV Å⁻¹
**HOMO energy**: -9.219 eV
**Total energy**: -1554.6976 Ha
**Energy relative to the best compared isomer or geometry (same formula, charge and spin)**: 25.0 kcal per mole
**Frontier orbital gap**: 0.3561 hartree

Density functional theory data (the ωB97M-V functional and the def2-TZVPD basis) for 8 unconnected molecules or ions with the total composition C24H64O8 in a non-equilibrium geometry.

Structure (ORCA input):
```
! wB97M-V def2-TZVPD RIJCOSX def2/J DEFGRID3
* xyz 0 1
C -0.936 3.812 -4.770
C -1.202 3.724 -3.290
C -2.576 3.075 -2.942
O -0.354 3.062 -2.669
H -0.404 2.849 -5.065
H -0.317 4.670 -5.006
H -1.902 3.896 -5.345
H -1.021 4.727 -2.934
H -3.348 3.721 -3.330
H -2.700 3.196 -1.853
H -2.673 2.039 -3.269
H 0.421 3.580 -2.410
C -0.126 -1.623 -4.082
C -1.011 -0.369 -4.331
C -2.433 -0.731 -4.760
O -0.986 0.387 -3.331
H -0.504 -2.187 -3.182
H 0.888 -1.469 -3.837
H -0.207 -2.375 -4.917
H -0.500 0.061 -5.229
H -3.017 0.148 -4.832
H -2.938 -1.217 -3.889
H -2.656 -1.311 -5.676
H -0.415 1.151 -3.566
C -1.286 -3.892 -1.254
C -1.332 -3.817 0.257
C -0.874 -5.157 0.857
O -0.599 -2.912 0.660
H -1.831 -4.841 -1.504
H -0.322 -3.753 -1.633
H -1.917 -3.155 -1.731
H -2.357 -3.537 0.514
H -0.697 -5.078 1.986
H 0.053 -5.500 0.473
H -1.454 -6.024 0.541
H -0.882 -2.066 0.152
C 1.669 0.112 1.598
C 2.261 1.151 0.649
C 1.259 1.510 -0.484
O 2.696 2.191 1.105
H 1.091 -0.720 1.158
H 0.992 0.543 2.338
H 2.452 -0.304 2.142
H 3.133 0.707 0.147
H 0.385 2.136 -0.264
H 1.077 0.560 -0.973
H 1.758 2.077 -1.234
H 3.375 2.422 0.478
C -0.569 3.112 2.712
C 0.610 3.710 3.387
C 0.316 3.994 4.822
O 1.586 2.991 3.444
H -0.859 2.106 3.178
H -0.203 2.876 1.693
H -1.492 3.741 2.692
H 0.927 4.577 2.831
H 0.159 3.125 5.457
H -0.460 4.700 4.939
H 1.216 4.371 5.221
H 2.039 3.020 2.572
C -3.278 0.170 -0.992
C -1.831 0.239 -0.495
C -1.756 0.347 0.998
O -1.102 -0.744 -0.837
H -3.507 1.216 -0.858
H -3.888 -0.469 -0.380
H -3.277 -0.106 -2.017
H -1.425 1.127 -0.973
H -2.086 1.390 1.327
H -0.795 0.181 1.410
H -2.449 -0.297 1.531
H -0.925 -0.640 -1.819
C 1.521 -0.337 7.186
C 0.529 -0.937 6.153
C 0.620 -0.215 4.749
O 0.598 -2.188 5.975
H 1.373 -0.605 8.257
H 1.346 0.755 7.193
H 2.528 -0.621 6.944
H -0.469 -0.810 6.554
H 0.811 0.870 4.809
H -0.231 -0.404 4.068
H 1.562 -0.505 4.278
H 1.480 -2.482 6.088
C 2.307 -3.967 -2.223
C 3.171 -2.727 -2.213
C 2.530 -1.624 -1.337
O 4.395 -2.788 -1.866
H 1.500 -3.818 -2.905
H 1.864 -4.157 -1.248
H 2.721 -4.882 -2.624
H 3.085 -2.365 -3.222
H 1.459 -1.345 -1.569
H 3.085 -0.674 -1.519
H 2.601 -1.926 -0.291
H 4.960 -2.412 -2.507
*
```

Values from the calculation:
**SMILES string**: CC(C)O.CC(C)O.CC(C)O.CC(C)O.CC(C)O.CC(C)O.CC(C)O.CC(C)O
**F_max**: 13.22 eV Å⁻¹
**HOMO energy**: -8.674 eV
**Total energy**: -1554.3594 Ha
**Energy relative to the best compared isomer or geometry (same formula, charge and spin)**: 237.2 kcal per mole
**Frontier orbital gap**: 0.3193 hartree

Density functional theory data (the ωB97M-V functional and the def2-TZVPD basis) for a molecular structure, C24H65B2F8O9V in a non-equilibrium geometry.

Structure (ORCA input):
```
! wB97M-V def2-TZVPD RIJCOSX def2/J DEFGRID3
* xyz -1 4
V -1.278 1.917 0.976
O -0.072 3.508 0.566
H 0.250 4.096 1.256
B -3.423 3.764 1.084
F -3.137 2.775 0.093
F -4.792 3.786 1.365
F -2.667 3.261 2.221
F -2.980 5.040 0.790
B -0.064 0.226 -0.773
F 0.376 0.675 0.516
F -1.043 1.170 -1.157
F 1.004 0.243 -1.660
F -0.623 -1.047 -0.622
C 4.009 1.295 -1.123
C 3.291 2.387 -0.377
C 4.163 3.023 0.712
O 2.907 3.409 -1.301
H 4.272 0.472 -0.455
H 4.881 1.705 -1.639
H 3.345 0.921 -1.905
H 2.376 2.076 0.130
H 3.858 4.049 0.902
H 5.243 2.916 0.555
H 4.022 2.495 1.671
H 3.683 3.582 -1.844
C -0.301 3.090 -5.113
C -1.118 3.613 -3.936
C -2.464 2.895 -3.857
O -0.422 3.443 -2.698
H 0.732 3.447 -5.038
H -0.763 3.427 -6.041
H -0.181 2.003 -5.062
H -1.286 4.687 -4.038
H -2.998 3.022 -4.808
H -3.043 3.255 -3.011
H -2.307 1.815 -3.775
H -0.326 2.487 -2.629
C -4.941 -0.015 1.650
C -3.673 0.233 2.454
C -3.527 -0.663 3.664
O -2.494 0.101 1.619
H -5.776 0.416 2.215
H -5.163 -1.079 1.538
H -4.919 0.498 0.691
H -3.687 1.272 2.784
H -4.390 -0.544 4.326
H -2.628 -0.407 4.230
H -3.420 -1.724 3.419
H -2.559 -0.755 1.156
C -0.407 1.915 5.306
C -0.009 2.505 3.963
C 1.443 2.856 3.885
O -0.333 1.552 2.927
H -0.503 2.702 6.057
H 0.363 1.227 5.656
H -1.366 1.419 5.168
H -0.633 3.359 3.706
H 1.756 3.057 2.859
H 2.133 2.172 4.382
H 1.588 3.813 4.414
H 0.373 0.887 2.845
C 3.496 -0.793 1.998
C 2.555 -1.371 3.044
C 3.023 -1.020 4.449
O 1.249 -0.779 2.833
H 3.587 0.282 2.157
H 3.099 -0.908 0.986
H 4.478 -1.271 2.039
H 2.473 -2.455 2.963
H 3.526 -0.058 4.560
H 3.754 -1.756 4.811
H 2.187 -1.079 5.150
H 0.750 -1.515 2.458
C -3.170 -4.681 -0.586
C -3.142 -3.141 -0.621
C -4.456 -2.514 -1.038
O -2.772 -2.573 0.644
H -2.356 -5.157 -1.131
H -4.109 -5.062 -0.990
H -3.094 -5.026 0.451
H -2.373 -2.851 -1.348
H -4.804 -2.887 -1.995
H -4.321 -1.430 -1.050
H -5.193 -2.682 -0.244
H -1.937 -2.975 0.923
C 1.968 -3.614 -0.942
C 0.759 -4.003 -0.111
C 0.934 -5.355 0.537
O 0.436 -3.040 0.890
H 2.925 -3.868 -0.481
H 1.994 -2.536 -1.141
H 1.908 -4.086 -1.925
H -0.082 -4.108 -0.809
H 1.052 -6.108 -0.242
H 0.056 -5.639 1.122
H 1.780 -5.344 1.228
H 0.481 -2.195 0.416
C 2.183 -2.533 -5.579
C 1.824 -1.467 -4.596
C 2.199 -0.078 -5.085
O 0.415 -1.531 -4.331
H 1.638 -3.448 -5.324
H 3.233 -2.823 -5.605
H 1.859 -2.248 -6.584
H 2.341 -1.646 -3.643
H 2.068 0.719 -4.352
H 1.620 0.175 -5.977
H 3.257 -0.074 -5.377
H 0.350 -1.173 -3.437
*
```

Values from the calculation:
**F_max**: 2.21 eV Å⁻¹
**HOMO energy (alpha / beta)**: -3.369 / -4.946 eV
**Total energy**: -3423.8401 Ha
**Energy relative to the best compared isomer or geometry (same formula, charge and spin)**: 0.0 kcal per mole
**⟨S²⟩**: 3.754
**Frontier orbital gap (alpha / beta)**: 0.2064 / 0.2643 hartree